{"formula": "C21H31BiF6N3O10P2S3", "method": "wB97M-V/def2-TZVPD", "multiplicity": 2, "s_squared": 0.770, "homo_energy_ev": [-3.4, -3.3], "gap_ha": [0.25564, 0.12645], "de_lowest_kcal_mol": 28.0, "total_charge": -2, "elements": ["Bi", "N", "C", "C", "O", "N", "C", "C", "O", "O", "H", "H", "H", "H", "H", "H", "O", "C", "O", "C", "C", "C", "N", "C", "C", "C", "O", "O", "H", "H", "H", "F", "P", "F", "F", "F", "F", "F", "C", "C", "C", "O", "P", "S", "S", "O", "C", "C", "C", "H", "H", "H", "H", "H", "H", "H", "H", "H", "H", "H", "H", "H", "H", "O", "S", "C", "C", "C", "C", "H", "H", "H", "H", "H", "H", "H", "H"], "coordinates": [[-1.37128, -0.12150, -0.31775], [-3.54539, -0.58024, 0.80642], [-4.73060, -0.32669, -0.01969], [-4.37956, -0.41713, -1.48115], [-5.23193, -0.83425, -2.29889], [-3.16744, 0.08244, -1.79645], [-2.89318, 0.19530, -3.18519], [-1.45514, 0.05731, -3.52373], [-1.09740, 0.26496, -4.71131], [-0.63076, -0.16478, -2.54917], [-3.43384, -1.51652, 1.20034], [-3.56845, -0.03223, 1.68280], [-5.09090, 0.69937, 0.13812], [-5.56509, -1.05761, 0.15844], [-3.21123, 1.20219, -3.52618], [-3.50223, -0.57651, -3.70407], [2.53151, 6.39197, 0.08653], [2.47686, 5.15834, -0.29137], [3.20714, 4.44287, -1.04469], [1.19927, 4.51570, 0.17997], [0.07039, 4.72636, -0.61222], [-1.01391, 3.87468, -0.51351], [-1.04680, 2.93464, 0.45799], [-0.02547, 2.73565, 1.24213], [1.15838, 3.49677, 1.13560], [-0.08349, 1.64000, 2.19045], [0.53030, 1.72373, 3.27519], [-0.81225, 0.54177, 1.83672], [0.01372, 5.51866, -1.35996], [-1.80775, 3.94435, -1.22969], [2.01972, 3.27725, 1.77319], [-3.98830, 3.07112, -0.52312], [-4.38048, 4.69836, -0.70313], [-3.43525, 4.75857, -2.10817], [-2.99991, 5.04404, 0.19683], [-4.65255, 6.31718, -0.88434], [-5.68142, 4.30508, -1.62199], [-5.32330, 4.68847, 0.66654], [1.23028, -6.64809, 2.15768], [0.44039, -6.15044, 0.95313], [1.34006, -5.58491, -0.13438], [-0.55604, -5.14938, 1.35330], [-0.48195, -3.51672, 1.51805], [-1.97568, -3.04674, 2.60280], [-0.52957, -2.79903, -0.38903], [0.92484, -3.44638, 2.24560], [1.51483, -2.58927, 3.21668], [0.51351, -1.75075, 3.99612], [2.60776, -1.81124, 2.48979], [1.94820, -7.38379, 1.75609], [0.59326, -7.13164, 2.89480], [1.81903, -5.87475, 2.68532], [-0.22380, -6.87972, 0.51543], [2.04332, -4.84495, 0.23613], [0.80453, -5.09515, -0.97393], [1.97065, -6.37256, -0.54571], [2.00891, -3.30329, 3.92217], [0.02872, -0.97675, 3.39046], [1.11019, -1.19475, 4.74829], [-0.20303, -2.36213, 4.53648], [2.21743, -1.19447, 1.66626], [3.34600, -2.48640, 2.04379], [3.17061, -1.14006, 3.17099], [1.45880, 0.33996, -0.43361], [2.26852, 1.44467, -1.10938], [4.03697, 1.10494, -0.71875], [4.72777, 1.00846, -2.05796], [3.74153, 0.74302, -3.22614], [2.34125, 1.22093, -2.89876], [4.06955, 0.21051, -0.13422], [4.38184, 2.02406, -0.19216], [5.47620, 0.22600, -2.02521], [5.27149, 1.96177, -2.22213], [3.73266, -0.32611, -3.49941], [4.08022, 1.27889, -4.14134], [1.51919, 0.57113, -3.16245], [2.14956, 2.24544, -3.25625]], "forces_ev_per_angstrom": [[0.0, 0.6, -1.1], [0.5, 0.6, 1.7], [-0.7, -0.9, 0.1], [-0.8, -0.2, -1.2], [1.1, 0.6, 1.1], [0.0, -0.6, 1.4], [-1.0, 0.1, -0.5], [1.3, 1.0, -2.3], [-0.4, -0.8, 2.2], [0.2, -0.2, 0.5], [-0.2, -0.3, -0.6], [0.1, 0.1, -0.8], [0.1, -0.3, 0.1], [0.8, 0.7, 0.0], [0.1, -0.5, -0.1], [0.5, 0.5, -0.1], [0.8, -2.5, -1.1], [0.2, 2.3, 0.3], [-0.4, 1.0, 1.1], [0.0, -1.2, -0.5], [-0.3, 0.1, -0.1], [1.1, -0.4, 1.0], [-1.3, -0.9, -2.1], [1.6, 1.8, -0.7], [-0.4, 0.1, 0.3], [0.5, -1.6, 2.1], [-1.5, -0.9, -2.1], [0.8, 1.0, 0.8], [0.4, -0.2, 0.1], [-0.1, -0.3, 0.1], [-0.3, 0.0, -0.3], [-0.8, 1.5, -0.2], [1.0, 0.2, 0.0], [-1.0, -0.2, 1.3], [-2.2, 0.1, -0.5], [-0.1, -1.3, 0.2], [0.9, 0.3, 0.8], [1.0, -0.2, -1.3], [0.4, -0.3, -0.3], [-0.2, 2.1, 0.0], [0.3, 0.1, -0.7], [0.1, 0.6, -0.1], [0.0, -2.1, 0.4], [-1.1, 0.4, 0.4], [0.1, 0.9, -0.1], [-0.2, -0.4, -0.9], [0.6, 0.2, 0.6], [1.1, 0.8, 0.5], [0.4, 0.7, 0.1], [-0.2, 0.1, 0.3], [-0.1, -0.1, 0.0], [-0.4, -0.1, -0.6], [0.1, -0.7, 0.1], [-0.1, 0.2, 0.4], [0.1, -0.5, 0.6], [-0.1, -0.2, -0.1], [-0.3, 0.5, -0.4], [0.0, -0.4, 0.1], [-0.2, -0.2, -0.3], [-0.1, 0.0, -0.2], [-0.2, -0.1, 0.3], [-0.2, -0.1, 0.1], [-0.5, -0.3, -0.2], [-0.1, -0.4, -0.3], [-1.0, 0.6, 1.4], [-0.8, 1.5, -0.7], [0.7, 0.7, -0.7], [0.6, -0.2, -1.1], [0.5, 0.5, 0.7], [-0.1, -0.5, 0.5], [-0.3, -0.9, 0.0], [0.3, -0.2, -0.1], [-0.4, -0.5, -0.1], [0.0, 0.3, 0.3], [0.0, -0.4, 0.6], [-0.2, -0.2, -0.2], [0.1, -0.4, 0.0]], "mulliken_charge": [2.204, -0.590, -0.360, 0.362, -0.758, -0.024, -0.353, 0.318, -0.733, -0.573, 0.045, 0.279, 0.197, 0.281, 0.220, 0.389, -0.750, -0.108, -0.626, 0.966, -0.779, -0.801, -0.216, 0.368, -0.278, 0.149, -0.655, -0.436, 0.502, 0.785, 0.495, -0.457, 1.308, -0.400, -0.380, -0.372, -0.381, -0.398, -1.140, 0.567, -1.398, -0.500, 0.685, -0.490, -0.407, -0.103, 0.722, -1.404, -1.109, 0.415, 0.321, 0.119, 0.359, 0.251, 0.306, 0.450, 0.047, 0.066, 0.491, 0.417, -0.002, 0.382, 0.458, -0.565, 0.826, -0.807, -0.601, -0.617, -0.405, 0.408, 0.294, 0.355, 0.262, 0.310, 0.278, -0.072, 0.389]}



{"formula": "C3H2N2O3", "method": "wB97M-V/def2-TZVPD", "homo_energy_ev": -11.1, "gap_ha": 0.39392, "de_lowest_kcal_mol": 112.0, "total_charge": 0, "elements": ["O", "C", "O", "C", "C", "N", "N", "O", "H", "H"], "coordinates": [[-1.73471, -1.48284, -0.20697], [-1.14759, -0.49509, -0.12489], [-1.78220, 0.77054, 0.16047], [0.34659, -0.27321, 0.05711], [0.97948, 0.80807, -0.28562], [2.23740, 0.44329, -0.04745], [2.37425, -0.84795, 0.10413], [1.15475, -1.36506, 0.08411], [-2.81742, 0.57698, 0.62092], [0.38944, 1.86527, -0.36182]], "forces_ev_per_angstrom": [[-1.4, -3.0, -0.8], [0.8, 4.3, 2.8], [-3.2, -2.1, 1.4], [-5.0, -3.9, -2.5], [-1.5, 3.8, 1.7], [4.5, -0.8, -0.9], [0.8, 3.2, -0.3], [-2.0, 0.7, 0.9], [4.6, 0.5, -2.4], [2.4, -2.7, 0.0]], "mulliken_charge": [-0.409, 0.477, -0.558, 0.264, 0.087, -0.343, -0.119, -0.062, 0.367, 0.296]}



{"formula": "C20H53B2ClI2N4O11P", "method": "wB97M-V/def2-TZVPD", "homo_energy_ev": -11.4, "gap_ha": 0.26829, "total_charge": 1, "elements": ["C", "N", "C", "B", "O", "N", "C", "N", "C", "I", "C", "C", "C", "O", "I", "C", "B", "O", "O", "P", "O", "Cl", "N", "H", "H", "H", "H", "H", "H", "H", "H", "H", "H", "H", "H", "H", "H", "H", "H", "H", "C", "C", "O", "H", "H", "H", "H", "H", "H", "C", "C", "O", "H", "H", "H", "H", "H", "H", "C", "C", "O", "H", "H", "H", "H", "H", "H", "C", "C", "O", "H", "H", "H", "H", "H", "H", "C", "C", "O", "H", "H", "H", "H", "H", "H", "C", "C", "O", "H", "H", "H", "H", "H", "H"], "coordinates": [[6.23744, -3.00540, 0.80475], [5.76257, -1.84192, -0.05301], [6.67872, -1.70736, -1.22713], [5.74705, -0.62357, 0.80551], [7.05157, -0.21818, 1.31681], [4.52887, 0.15909, 1.20884], [3.39127, -0.37937, 1.68704], [3.23056, -1.77222, 1.88641], [1.78624, -2.25871, 1.74997], [1.80833, -4.17303, 2.86252], [0.70655, -1.27402, 2.35826], [-0.77923, -1.84156, 2.16673], [-0.98828, -2.86892, 0.96769], [-0.75734, -2.65463, -0.22906], [-1.73037, -4.90328, 1.41320], [0.98157, 0.21022, 1.86879], [0.08753, 1.27853, 2.77254], [-1.01019, 0.93444, 3.60008], [0.41656, 2.67757, 2.70158], [0.55791, 0.62757, 0.06186], [1.31096, -0.51340, -1.00352], [-1.54867, 0.43979, -0.28603], [2.39525, 0.64303, 2.07361], [5.80153, -2.78585, 1.85204], [5.68951, -3.95568, 0.46024], [7.36575, -3.11991, 0.81391], [7.75333, -1.71821, -0.82868], [6.41308, -0.74891, -1.77496], [6.55822, -2.62955, -1.90490], [7.17268, 0.73513, 1.12352], [4.61185, 1.18841, 1.10662], [3.69473, -2.39087, 1.20815], [1.66487, -2.43827, 0.61895], [0.89259, -1.27267, 3.49980], [-1.02340, -2.43737, 3.12278], [-1.59479, -1.04911, 2.09429], [-0.87289, 0.10585, 4.10878], [0.93865, 2.85949, 1.89271], [0.64554, -0.83197, -1.66469], [2.53246, 0.85053, 3.07245], [-1.65761, -1.91420, -5.47972], [-0.99906, -0.98367, -4.48310], [-0.04822, -1.69737, -3.69455], [-2.15795, -2.73736, -4.96319], [-2.39175, -1.37904, -6.08543], [-0.91150, -2.35987, -6.14344], [-1.74411, -0.55684, -3.80813], [-0.48656, -0.16370, -4.99549], [0.61214, -2.06467, -4.29585], [-0.97512, 2.71301, -7.04422], [0.15647, 1.84108, -7.55232], [-0.31948, 0.52921, -7.83345], [-1.41394, 2.28341, -6.13976], [-0.62056, 3.72159, -6.81918], [-1.77556, 2.77954, -7.78638], [0.94369, 1.75968, -6.79980], [0.59274, 2.26004, -8.46443], [-1.00839, 0.60698, -8.50556], [-0.42791, 4.01963, -2.87588], [-0.31637, 4.56567, -1.46591], [-1.31713, 3.98580, -0.63731], [-1.41570, 4.23258, -3.29231], [0.33139, 4.45986, -3.52664], [-0.30728, 2.93170, -2.88032], [-0.45876, 5.64755, -1.46272], [0.66753, 4.34543, -1.03727], [-1.17823, 3.03051, -0.63979], [0.90644, -1.66800, 7.57157], [-0.54786, -1.48347, 7.18806], [-0.64745, -0.99569, 5.85090], [1.44809, -0.72226, 7.48774], [0.99615, -2.03583, 8.59569], [1.39734, -2.37804, 6.89867], [-1.02841, -0.75889, 7.84711], [-1.09368, -2.42861, 7.25855], [-0.22885, -1.64487, 5.26973], [-6.40673, -5.44112, 2.60226], [-5.73619, -4.52864, 3.60995], [-4.78739, -5.25757, 4.38068], [-6.90862, -6.26870, 3.10934], [-7.14210, -4.89366, 2.00814], [-5.66721, -5.88193, 1.92703], [-6.47427, -4.10784, 4.29520], [-5.22145, -3.70285, 3.10728], [-4.13309, -5.61897, 3.77025], [-4.36358, 6.65886, -0.66935], [-3.19481, 6.51794, -1.62396], [-3.57606, 6.93344, -2.93141], [-5.21096, 6.05887, -1.01018], [-4.08634, 6.33792, 0.33747], [-4.70495, 7.69726, -0.62590], [-2.87247, 5.47761, -1.68030], [-2.34490, 7.12585, -1.29557], [-3.85201, 7.85695, -2.87535]], "forces_ev_per_angstrom": [[-1.7, 0.0, 0.6], [0.1, 0.0, 1.1], [0.2, -0.4, 0.0], [3.4, -1.1, 0.0], [-2.9, 0.7, -1.7], [-0.4, -0.9, 0.2], [0.2, 0.3, 0.0], [-1.9, 3.0, -1.6], [-0.1, 0.1, -0.1], [0.0, 0.9, -0.6], [0.7, -0.3, 0.6], [-0.5, -1.2, 0.8], [0.7, 0.8, -3.3], [-0.6, -0.3, 4.4], [0.0, 0.9, 0.0], [-1.5, -1.4, 0.6], [-1.5, 2.1, 0.7], [2.6, -0.1, -1.1], [-0.3, -2.9, -0.7], [0.8, 0.6, -2.2], [-1.8, 0.9, 1.8], [1.3, -0.4, 0.6], [0.9, -2.8, -0.4], [1.1, -0.7, -1.2], [1.2, 1.2, 0.4], [-1.4, 0.1, 0.1], [-1.3, 0.3, -0.9], [0.6, -1.3, 0.4], [0.0, 1.6, 0.9], [0.3, -0.5, 0.8], [-0.7, -0.9, 0.6], [0.9, 0.8, 0.3], [-0.3, 0.1, 1.9], [-0.2, 0.0, -1.6], [0.3, 0.9, -1.5], [1.3, -0.9, -0.1], [-0.5, 0.6, -0.1], [-0.3, 0.1, 0.6], [0.5, -0.1, 0.2], [0.2, 0.2, -0.5], [-0.1, -0.1, 0.0], [0.0, 0.0, -0.4], [0.3, 0.1, 0.6], [0.0, 0.1, 0.0], [0.1, 0.0, 0.0], [0.0, 0.2, -0.1], [0.2, -0.1, 0.1], [-0.2, 0.1, -0.1], [-0.1, 0.0, 0.1], [0.0, 0.1, 0.1], [-0.4, 0.1, -0.2], [0.1, -0.2, 0.1], [0.1, 0.0, 0.0], [-0.1, 0.0, 0.0], [0.1, 0.1, 0.0], [0.0, -0.2, -0.1], [0.1, 0.1, 0.1], [0.1, -0.1, 0.1], [0.0, 0.1, -0.2], [0.0, -0.4, -0.1], [0.0, 0.1, 0.3], [0.1, 0.1, 0.0], [0.0, -0.1, 0.0], [0.1, 0.0, 0.0], [-0.1, -0.1, 0.1], [0.1, 0.1, -0.1], [-0.1, 0.1, 0.0], [0.1, 0.1, 0.0], [0.3, -0.3, 0.2], [0.0, 0.2, -0.8], [-0.1, 0.0, 0.1], [0.0, 0.0, -0.1], [-0.1, -0.1, 0.1], [0.0, 0.0, -0.3], [0.0, 0.1, 0.1], [-0.1, -0.2, 0.4], [-0.2, 0.0, 0.0], [0.2, -0.3, -0.3], [0.1, 0.1, 0.2], [0.0, 0.1, 0.0], [0.0, -0.1, 0.0], [0.0, 0.1, -0.1], [0.2, -0.1, 0.1], [-0.2, 0.1, -0.1], [-0.1, 0.0, 0.1], [0.0, -0.1, 0.1], [-0.3, 0.3, 0.0], [0.1, 0.0, -0.2], [0.1, 0.0, 0.0], [0.0, 0.0, 0.0], [0.1, 0.0, 0.1], [-0.1, 0.1, -0.1], [0.0, -0.1, 0.2], [0.0, -0.2, -0.1]], "mulliken_charge": [-0.906, -0.210, -0.842, 0.440, -0.531, -0.115, 0.026, 0.070, -1.594, 0.116, 0.512, -0.164, -0.478, -0.342, 0.034, -0.598, 1.376, -0.421, -0.473, 0.254, -0.398, -0.261, -0.176, 0.339, 0.309, 0.339, 0.290, 0.323, 0.274, 0.305, 0.352, 0.356, 0.650, 0.179, 0.495, 0.498, 0.364, 0.276, 0.199, 0.361, -1.251, 0.086, -0.499, 0.357, 0.321, 0.348, 0.276, 0.097, 0.275, -0.929, -0.319, -0.496, 0.190, 0.313, 0.378, 0.272, 0.325, 0.291, -0.766, -0.389, -0.522, 0.280, 0.383, 0.185, 0.319, 0.275, 0.234, -1.049, -0.223, -0.517, 0.243, 0.378, 0.301, 0.315, 0.284, 0.038, -0.910, -0.145, -0.499, 0.268, 0.313, 0.258, 0.297, 0.149, 0.261, -1.163, 0.324, -0.543, 0.314, 0.300, 0.369, -0.084, 0.160, 0.301]}



Question: Number 2 is which compound?
Answer: C3H2N2O3